Below is C5H7FS2 as an isolated structure in a non-equilibrium geometry, with properties calculated with wB97M-V/def2-TZVPD.

Structure (XYZ):
```
15
Properties=species:S:1:pos:R:3:lowdin_charge:R:1
H 0.462 -1.514 -0.125 -0.073
H 0.242 -0.048 1.662 0.059
H -0.609 -0.658 -1.939 0.195
H -1.104 -2.564 -0.807 0.136
S 0.494 2.771 -0.401 0.844
H -1.731 -1.048 1.036 0.109
H -0.915 1.327 1.646 0.132
C -0.516 -1.402 -0.759 -0.144
C 0.701 1.266 0.095 -0.883
C 1.989 0.767 -0.226 -0.656
S 2.371 -0.859 -0.146 0.768
C -1.332 -0.459 0.226 -0.286
H 2.637 1.555 -0.768 0.070
C -0.297 0.578 1.046 -0.150
F -2.394 0.286 -0.539 -0.120
```

Results
**Frontier orbital gap**: 6.935 eV
**Energy relative to the best compared isomer or geometry (same formula, charge and spin)**: 95.7 kcal per mole
**2S+1**: 1
**E_tot**: -1090.78652 Eh


Below is an isolated ion of composition C3H3N2OS and charge +1 in a non-equilibrium geometry, with properties calculated with wB97M-V/def2-TZVPD.

Structure (XYZ):
```
10
Properties=species:S:1:pos:R:3:lowdin_charge:R:1
H 1.699 0.736 0.049 0.134
C 0.781 0.310 0.274 0.005
H 1.416 -1.376 -0.984 0.165
S -2.038 -0.818 0.185 1.186
C 0.481 -1.061 -0.457 -0.120
N -0.402 1.147 0.128 -0.295
H 0.739 -0.083 1.232 0.131
N -0.640 -1.613 -0.519 -0.164
C -1.493 0.623 0.636 -0.245
O -0.544 2.134 -0.545 0.202
```

Results
**Frontier orbital gap**: 8.021 eV
**Energy relative to the best compared isomer or geometry (same formula, charge and spin)**: 145.2 kcal per mole
**2S+1**: 1
**Charge**: +1
**E_tot**: -698.55533 Eh


Below is an isolated ion of composition C5H9NO2 and charge -1 in a non-equilibrium geometry, with properties calculated with wB97M-V/def2-TZVPD.

Structure (XYZ):
```
17
Properties=species:S:1:pos:R:3:lowdin_charge:R:1
H 1.347 0.381 -0.117 0.077
H -2.247 1.757 1.478 0.048
C 1.131 -0.501 -0.767 -0.143
H 2.269 -0.505 -2.672 0.010
O -1.023 -1.286 -1.527 -0.007
N -1.139 -0.658 0.484 0.069
H -0.262 -0.578 2.384 0.066
H -2.100 -0.893 0.369 0.114
H 0.351 0.659 1.490 0.100
C 1.455 -0.006 -2.247 -0.093
H 1.986 1.122 -2.149 0.121
C -0.383 -0.874 -0.601 -0.532
C -0.591 0.042 1.640 -0.235
C -1.464 1.205 2.067 -0.520
H 1.681 -1.325 -0.318 0.099
O -1.509 1.537 3.251 -0.226
H 0.499 -0.075 -2.764 0.050
```

Results
**Frontier orbital gap (spin up / spin down)**: 3.058 / 6.823 eV
**Energy relative to the best compared isomer or geometry (same formula, charge and spin)**: 52.8 kcal per mole
**2S+1**: 2
**Charge**: -1
**E_tot**: -401.06277 Eh


Below is C24H17ClCoN8O3 as an isolated structure in a non-equilibrium geometry, with properties calculated with wB97M-V/def2-TZVPD.

Structure (XYZ):
```
54
Properties=species:S:1:pos:R:3:lowdin_charge:R:1
H 12.142 5.406 7.705 0.143
C 9.990 14.884 5.822 0.008
O 11.668 11.795 9.306 -0.258
H 12.456 15.092 6.835 0.134
C 13.958 13.647 7.234 -0.095
Cl 17.155 15.726 8.499 0.732
C 12.624 14.028 6.862 -0.068
N 11.974 7.189 6.755 -0.048
H 13.182 6.720 5.040 0.123
C 12.552 14.725 11.005 -0.160
C 16.762 13.180 7.714 -0.090
N 9.677 11.467 7.097 0.043
N 11.785 9.254 7.976 0.087
H 11.905 6.563 10.025 0.117
H 17.851 13.125 7.819 0.128
H 6.628 9.983 7.237 0.122
H 11.830 5.616 5.494 0.094
C 8.650 15.208 5.662 -0.041
N 11.896 13.058 9.471 0.007
H 9.057 9.478 7.515 0.128
N 12.031 11.389 12.428 0.171
C 7.640 14.321 6.057 0.001
C 9.315 12.700 6.712 -0.156
H 14.496 15.723 7.798 0.134
C 14.774 14.664 7.673 -0.027
H 11.547 7.205 4.716 0.080
C 12.149 13.374 10.700 -0.282
C 16.141 14.403 7.938 -0.579
N 11.702 13.162 6.632 0.069
H 6.592 14.573 6.023 0.120
H 6.000 12.164 6.343 0.125
C 11.824 8.589 6.764 -0.500
C 11.983 6.458 7.910 -0.019
C 12.125 6.656 5.417 -0.008
H 16.451 11.120 7.229 0.155
N 11.793 9.245 10.232 0.191
H 12.037 8.844 11.127 0.122
O 13.840 11.232 7.096 0.031
C 15.976 12.139 7.335 0.045
C 7.970 13.029 6.478 -0.139
H 11.993 10.296 10.166 0.088
C 7.022 11.965 6.607 0.023
C 11.884 8.558 9.135 -0.338
C 8.750 10.501 7.228 -0.051
C 10.357 13.633 6.380 -0.116
C 11.906 7.106 9.086 0.015
O 11.766 9.259 5.754 0.056
Co 11.652 11.186 7.397 0.745
H 8.415 16.189 5.183 0.133
C 7.385 10.730 7.026 -0.030
C 12.072 12.336 11.736 -0.129
H 10.722 15.581 5.609 0.086
C 14.538 12.267 7.171 -0.279
N 12.837 15.848 11.203 0.160
```

Results
**Frontier orbital gap (spin up / spin down)**: 7.572 / 5.857 eV
**Energy relative to the best compared isomer or geometry (same formula, charge and spin)**: 4.2 kcal per mole
**2S+1**: 5
**Charge**: +1
**E_tot**: -3431.27832 Eh


Below is the molecule C4H9NO2, with properties calculated with wB97M-V/def2-TZVPD.

Structure (XYZ):
```
16
Properties=species:S:1:pos:R:3:lowdin_charge:R:1
N -1.845 -0.626 0.460 -0.119
O 0.875 -1.301 -0.606 0.095
H -3.197 0.549 -0.597 0.077
H -1.845 -1.417 -0.173 0.106
H 3.108 -0.426 -0.257 0.095
H -0.537 -1.543 1.775 0.130
H 2.325 0.829 -1.217 0.098
C -2.150 0.587 -0.280 -0.130
C 2.612 0.545 -0.202 -0.051
C -0.595 -0.617 1.194 -0.145
H -0.563 0.207 1.911 0.122
H 3.249 1.298 0.256 0.092
O 1.457 0.467 0.635 -0.037
C 0.642 -0.545 0.310 -0.496
H -2.032 1.428 0.408 0.082
H -1.535 0.774 -1.178 0.081
```

Results
**Frontier orbital gap**: 10.021 eV
**Energy relative to the best compared isomer or geometry (same formula, charge and spin)**: 28.8 kcal per mole
**2S+1**: 1
**E_tot**: -363.03966 Eh
**Structure (SMILES)**: CNCC(=O)OC


Below is the molecule C2H3I3Si, with properties calculated with wB97M-V/def2-TZVPD.

Structure (XYZ):
```
9
Properties=species:S:1:pos:R:3:lowdin_charge:R:1
I 1.039 0.370 2.824 0.302
H 1.674 -0.455 -1.079 0.046
Si -0.248 0.785 0.759 -0.594
C 0.758 -1.029 -1.108 -0.089
I -3.048 1.376 1.555 0.353
C -0.297 -0.698 -0.383 -0.432
I 0.568 2.814 -0.376 0.318
H -1.204 -1.282 -0.424 0.040
H 0.758 -1.881 -1.768 0.056
```

Results
**Frontier orbital gap (spin up / spin down)**: 6.802 / 5.415 eV
**Energy relative to the best compared isomer or geometry (same formula, charge and spin)**: 6.8 kcal per mole
**2S+1**: 3
**E_tot**: -1260.54854 Eh


Below is an isolated ion of composition C5H12N2O and charge +1 in a non-equilibrium geometry, with properties calculated with wB97M-V/def2-TZVPD.

Structure (XYZ):
```
20
Properties=species:S:1:pos:R:3:lowdin_charge:R:1
H -0.452 -2.605 1.485 0.128
H 0.387 2.873 0.634 0.136
H 1.586 -0.720 -1.047 0.127
H -0.059 1.917 -1.739 0.105
C -0.833 -1.130 -0.038 -0.472
H 2.697 -0.097 0.243 0.135
H 0.702 1.890 2.059 0.124
C -0.611 0.405 -0.106 -0.217
C 0.910 1.970 0.992 -0.017
H 1.995 2.307 0.928 0.137
C -0.768 1.128 -1.415 -0.018
N 0.764 0.629 0.488 -0.082
O -1.376 -1.911 -0.770 0.130
H -0.848 0.561 -2.374 0.121
H 2.041 0.940 -1.057 0.127
N -0.341 -1.664 1.150 0.169
H -1.180 0.818 0.748 0.167
C 1.805 0.113 -0.374 0.003
H 0.239 -1.025 1.707 0.102
H -1.713 1.644 -1.451 0.095
```

Results
**Frontier orbital gap (spin up / spin down)**: 11.269 / 6.178 eV
**Energy relative to the best compared isomer or geometry (same formula, charge and spin)**: 32.0 kcal per mole
**2S+1**: 2
**Charge**: +1
**E_tot**: -382.11635 Eh


Below is C9H9FN2S2 as an isolated structure in a non-equilibrium geometry, with properties calculated with wB97M-V/def2-TZVPD.

Structure (XYZ):
```
23
Properties=species:S:1:pos:R:3:lowdin_charge:R:1
H -3.382 1.341 1.449 0.101
C 3.413 0.083 0.165 -0.211
F 4.392 -0.827 -0.254 -0.071
H 3.650 1.082 -0.235 0.120
C 2.039 -0.433 -0.346 -0.179
H 1.765 -1.326 0.229 0.115
H 1.370 1.451 0.547 0.071
H 3.376 0.115 1.267 0.119
S -0.794 2.546 1.582 0.767
C -0.979 -0.817 -0.739 -0.292
C -0.428 0.347 -0.073 -0.179
N -2.733 -2.254 -1.283 -0.236
H 1.091 1.313 -1.189 0.138
C -2.404 -1.165 -0.600 -0.347
H -4.354 -0.558 0.296 0.118
S -1.383 -2.797 -2.020 1.010
C -1.326 1.059 0.688 -0.513
H -0.183 2.019 2.678 -0.114
C -3.286 -0.352 0.188 -0.022
C -2.735 0.717 0.824 -0.104
C 1.028 0.753 -0.233 -0.162
N -0.329 -1.667 -1.523 -0.234
H 2.192 -0.632 -1.417 0.108
```

Results
**Frontier orbital gap**: 8.332 eV
**2S+1**: 1
**E_tot**: -1354.09145 Eh


Below is C4H8LuO3 as an isolated structure in a non-equilibrium geometry, with properties calculated with wB97M-V/def2-TZVPD.

Structure (XYZ):
```
16
Properties=species:S:1:pos:R:3:lowdin_charge:R:1
C 1.644 -1.577 1.239 0.093
H 1.425 -2.647 1.169 0.131
C -0.067 2.073 -0.915 -0.015
H 2.663 -1.357 0.918 0.139
O -1.120 -1.564 1.274 -0.030
H 0.072 0.102 -1.843 0.157
H -1.538 0.872 -1.978 0.145
H -0.822 2.691 -0.413 0.101
C -0.654 0.753 -1.346 -0.127
O 0.797 -0.862 0.311 0.124
O -1.178 0.017 -0.188 -0.063
H 1.456 -1.206 2.251 0.131
C -0.462 -0.849 0.505 -0.602
H 0.277 2.597 -1.816 0.128
Lu -3.281 -0.973 1.077 2.587
H 0.788 1.931 -0.243 0.102
```

Results
**Frontier orbital gap**: 5.868 eV
**Energy relative to the best compared isomer or geometry (same formula, charge and spin)**: 0.0 kcal per mole
**2S+1**: 1
**Charge**: +3
**E_tot**: -1617.15313 Eh